DFT (ωB97M-V/def2-TZVPD) results for the ion C4H9N2 with charge +1 in a non-equilibrium geometry.

Geometry as XYZ:
```
15
C4H9N2 | OMol25 | ωB97M-V/def2-TZVPD
C 0.9659 -0.8522 -0.0782
C 0.0120 0.2347 -0.0766
C -0.2347 1.0858 1.1191
C -1.1883 0.2114 -1.0516
N 1.4264 0.2201 -0.6017
N 1.2247 -2.1196 0.0354
H -0.6781 2.0170 0.7602
H 0.6572 1.2565 1.6754
H -1.0289 0.6248 1.7008
H -1.5474 1.2620 -1.0440
H -1.9188 -0.3746 -0.4496
H -0.8059 -0.2602 -1.9302
H 2.3015 0.8168 -0.4893
H 0.5960 -2.8937 0.1638
H 2.1728 -2.2910 -0.3426
```

Its frontier orbital gap is 11.488 eV. As for the spin multiplicity: 1. As for the LUMO energy: -3.863 eV. As for the net charge: +1.

DFT (ωB97M-V/def2-TZVPD) results for a cluster of 2 separate species, C6H13NO in total in a non-equilibrium geometry.

Geometry as XYZ:
```
21
C6H13NO | OMol25 | ωB97M-V/def2-TZVPD
C 1.9072 -0.3272 0.6420
C 1.5613 0.9396 -0.0788
C 1.2277 -0.3849 -0.6967
C 1.1395 -0.7178 1.8818
H 2.9540 -0.6032 0.6770
H 0.7684 1.5487 0.3186
H 2.3610 1.5165 -0.5187
H 1.8071 -0.6908 -1.5561
H 0.2055 -0.8104 -0.6890
H 1.0854 -1.8029 1.9745
H 1.6210 -0.3197 2.7769
H 0.1218 -0.3297 1.8416
C -1.8714 1.2759 -0.4007
C -1.6520 0.0960 -1.3199
N -1.8639 -1.1315 -0.7062
O -1.3339 0.1764 -2.4815
H -1.9117 -1.9430 -1.3011
H -2.3093 -1.1950 0.1927
H -1.3388 2.1378 -0.7926
H -2.9367 1.5028 -0.3768
H -1.5422 1.0623 0.6128
```

Its frontier orbital gap is 10.695 eV. As for the spin multiplicity: 1. As for the LUMO energy: 0.834 eV.

DFT (ωB97M-V/def2-TZVPD) results for a cluster of 2 separate species, C3H7Br2OP in total in a non-equilibrium geometry.

Geometry as XYZ:
```
14
C3H7Br2OP | OMol25 | ωB97M-V/def2-TZVPD
C -0.4201 -0.6182 -1.3231
C -0.9911 0.6671 0.7722
C -0.2272 -0.5137 0.1991
O 1.6210 0.4476 2.8500
P 1.4811 0.0006 0.5218
Br 1.6801 1.8223 -0.6267
Br 2.6888 -1.5163 -0.6088
H -0.3572 0.3995 -1.6923
H 0.1714 -1.2967 -2.0713
H -1.4588 -0.9624 -1.4431
H -2.0110 0.5211 1.0822
H -1.0380 1.5127 0.0216
H -0.5931 1.0279 1.7457
H -0.5458 -1.4916 0.5726
```

Its frontier orbital gap (alpha / beta) is 8.000 / 7.949 eV. As for the spin multiplicity: 1. As for the LUMO energy (alpha / beta): -1.787 / -1.726 eV.

DFT (ωB97M-V/def2-TZVPD) results for an isolated molecule of C5H6S3 in a non-equilibrium geometry.

Geometry as XYZ:
```
14
C5H6S3 | OMol25 | ωB97M-V/def2-TZVPD
C -0.7418 1.7380 -0.4975
C -0.8196 0.1930 -0.5047
C 0.0316 -0.6090 0.3150
C 1.1292 0.0198 0.9212
C 0.1995 -2.0750 0.2569
H -1.0155 2.3300 -1.5068
H 0.4860 1.7279 -0.6255
H -1.1886 2.1848 0.5023
H -0.6149 -0.1030 -1.5546
H -1.8197 -0.0607 -0.3339
H 1.1757 1.2447 0.5770
S 2.2094 -0.8476 2.0593
S 1.4973 -2.6556 1.2010
S -0.5286 -3.0872 -0.8099
```

Its frontier orbital gap is 7.655 eV. As for the spin multiplicity: 1. As for the LUMO energy: -0.661 eV.

DFT (ωB97M-V/def2-TZVPD) results for the ion C5H3N2O3 with charge +1 in a non-equilibrium geometry.

Geometry as XYZ:
```
13
C5H3N2O3 | OMol25 | ωB97M-V/def2-TZVPD
C -0.9770 -1.0991 0.0515
C -2.2981 -0.9296 -0.1074
C -2.4260 0.4199 -0.4919
C -1.3340 1.1010 -0.1528
C 1.1370 -0.0903 0.1284
N 0.2047 -0.8766 0.0372
N 2.3840 -0.1130 0.1917
O 2.9786 0.8942 0.8632
O 3.0292 -0.8466 -0.4679
O -0.4104 1.5967 0.2446
H -3.1109 -1.5642 0.0621
H -3.1776 0.7673 -1.0696
H 4.0005 0.7402 0.7109
```

Its frontier orbital gap (alpha / beta) is 7.281 / 7.281 eV. As for the spin multiplicity: 1. As for the LUMO energy (alpha / beta): -6.217 / -6.217 eV. As for the net charge: +1.

DFT (ωB97M-V/def2-TZVPD) results for a structure of composition C16H32Br16 in a non-equilibrium geometry.

Geometry as XYZ:
```
64
C16H32Br16 | OMol25 | ωB97M-V/def2-TZVPD
Br -2.9215 1.7382 -3.7882
C -3.2591 -0.1021 -3.2093
C -2.1705 -0.9821 -3.6720
Br -0.4476 -0.4125 -2.7618
H -4.2335 -0.4164 -3.5835
H -3.3443 -0.1580 -2.1241
H -2.0043 -0.8978 -4.7459
H -2.3139 -2.0003 -3.3105
Br 1.9152 -0.4426 -3.4265
C 3.7147 -0.9957 -2.6906
C 3.8305 -1.4316 -1.2084
Br 3.2647 -3.3096 -1.0040
H 4.3576 -0.1489 -2.9305
H 4.0510 -1.8618 -3.2606
H 3.2338 -0.9168 -0.4553
H 4.8253 -1.3854 -0.7652
Br -5.3922 -1.4961 -0.8986
C -3.9093 -1.1572 0.4694
C -4.3286 -0.2870 1.7087
Br -4.2609 -1.4851 3.3665
H -3.1870 -0.5817 -0.1096
H -3.5391 -2.1498 0.7260
H -5.3726 -0.0017 1.5793
H -3.7134 0.5958 1.8827
Br -0.8560 -2.5449 1.0812
C -1.4131 -2.7331 -0.7926
C -2.8201 -3.4049 -0.8116
Br -3.6027 -2.9823 -2.6598
H -0.6702 -3.2590 -1.3922
H -1.3873 -1.7667 -1.2962
H -3.4403 -2.8624 -0.0981
H -2.7766 -4.4724 -0.5956
Br 3.3055 1.3825 -2.4772
C 2.3908 3.1217 -2.3234
C 1.6233 2.9835 -1.0395
Br 0.4040 4.5306 -0.8216
H 1.5564 3.1375 -3.0246
H 2.9007 4.0835 -2.3793
H 2.3052 2.9252 -0.1911
H 0.8837 2.1829 -1.0219
Br 2.3197 0.1275 0.3132
C 0.3805 -0.3508 0.3742
C -0.4061 0.7779 -0.2848
Br -2.1908 0.8177 0.4893
H 0.2152 -0.4066 1.4502
H 0.0481 -1.3463 0.0797
H -0.5512 0.6750 -1.3602
H -0.0205 1.7807 -0.1008
Br 4.7039 1.6859 0.1539
C 3.6012 1.5916 1.7276
C 3.8895 2.8319 2.5517
Br 2.8396 2.7251 4.3229
H 3.9188 0.6425 2.1593
H 2.5577 1.4234 1.4616
H 3.6784 3.7994 2.0962
H 4.9232 2.6928 2.8683
Br 1.7772 0.4104 3.6053
C -0.1562 0.3957 3.8226
C -0.6615 -0.3615 5.0711
Br -2.4881 0.0256 5.5140
H -0.5255 -0.0581 2.9029
H -0.5279 1.4200 3.8536
H -0.2101 0.0580 5.9702
H -0.3137 -1.3929 5.0134
```

Its frontier orbital gap is 7.505 eV. As for the spin multiplicity: 1. As for the LUMO energy: -0.179 eV.

DFT (ωB97M-V/def2-TZVPD) results for a cluster of 2 separate species, C10H16O in total in a non-equilibrium geometry.

Geometry as XYZ:
```
27
C10H16O | OMol25 | ωB97M-V/def2-TZVPD
C 1.7247 -0.9050 1.9007
C 1.8836 -0.1759 3.2453
C 0.5030 -0.3444 1.1195
C -0.4089 -1.3463 0.9917
C 0.2423 0.8381 0.4407
C -1.7118 -0.9406 0.6787
C -1.0043 1.2066 -0.1437
C -2.0974 0.2701 0.1418
O -3.3772 0.5440 0.0988
H 2.7188 -0.7258 1.3421
H 1.7360 -1.9751 2.0537
H 1.4127 -0.7581 4.0671
H -0.4342 -2.2902 1.4705
H 0.9011 1.7305 0.4946
H -2.4571 -1.7208 0.8992
H -1.0393 2.0802 -0.7345
H -3.6767 1.1079 -0.6810
H 1.4235 0.8376 3.3727
H 2.9966 0.0238 3.3993
C -0.0610 -0.2640 -2.5728
C 0.2391 0.9267 -3.3751
H -0.8053 -0.8026 -3.0723
H 0.7727 -0.9938 -2.6144
H -0.3943 -0.1078 -1.6472
H 0.9017 0.7432 -4.1832
H 0.4885 1.7518 -2.6893
H -0.4770 1.2901 -4.0031
```

Its frontier orbital gap is 9.039 eV. As for the spin multiplicity: 1. As for the LUMO energy: 0.711 eV.

Energy above the lowest of the compared OMol25 structures with the same formula, charge and spin? In order: 54.8, 28.7, 125.6, 57.2, 145.0, 527.5, 80.1 kcal per mole.